<one>
C4H6N2O2 | ωB97M-V with the def2-TZVPD basis set

## Properties
**Kohn-Sham gap**: 8.8537 eV
**Lowest unoccupied orbital energy**: 0.02 eV

The geometry in XYZ format:
```
14
Properties=species:S:1:pos:R:3:lowdin_charge:R:1
C 1.851 -0.420 0.245 -0.1046
C 0.251 1.185 -0.397 -0.0584
C -1.044 1.465 -0.067 0.0041
C -1.612 0.189 -0.007 -0.4878
H 2.055 0.468 1.238 0.1471
H 2.606 -0.089 -0.660 0.0995
H 1.795 -1.700 0.576 0.1589
H 1.092 1.716 -0.836 0.1139
H -1.753 2.299 0.630 0.2155
H -1.744 -1.772 -0.051 0.1495
N 0.504 -0.284 -0.542 -0.1386
N -0.558 -0.850 0.276 -0.2033
O -2.690 -0.276 -0.034 0.1268
O -0.753 -1.930 -0.369 -0.0228
```

<two>
C4H6N2O2 | ωB97M-V with the def2-TZVPD basis set

## Properties
**Kohn-Sham gap**: 9.0816 eV
**Lowest unoccupied orbital energy**: 0.57 eV

The geometry in XYZ format:
```
14
Properties=species:S:1:pos:R:3:lowdin_charge:R:1
O 0.372 -0.835 2.395 0.0214
C -0.328 0.038 1.623 -0.2587
C -0.892 -0.327 0.226 -0.1307
N -0.623 -1.195 -0.975 -0.0202
N -0.012 -0.331 -1.957 0.0250
C 0.276 0.855 -1.716 -0.2170
O 0.620 1.454 -0.492 0.0124
C 0.404 0.396 0.402 -0.2728
H 0.772 -0.241 3.058 0.1256
H -0.896 0.789 2.165 0.1550
H -1.768 0.225 -0.102 0.1469
H 0.072 -1.953 -0.819 0.1266
H 0.426 1.493 -2.625 0.1415
H 1.143 -0.358 0.409 0.1449
```

Stability order, top to bottom: <two>, <one>

<one>
C4H6N2O2 | ωB97M-V with the def2-TZVPD basis set

## Properties
**Kohn-Sham gap**: 8.7854 eV
**Lowest unoccupied orbital energy**: 0.18 eV

The geometry in XYZ format:
```
14
Properties=species:S:1:pos:R:3:lowdin_charge:R:1
C 0.811 -0.553 -0.707 -0.5133
C -0.115 1.622 0.843 -0.0967
C -0.301 -0.411 0.279 -0.3621
N -1.331 0.528 -0.252 0.0308
C -0.573 -1.419 1.142 0.1062
O 1.839 -1.278 -0.251 0.1177
N 0.584 2.447 0.305 0.0636
O 0.824 0.001 -1.783 0.0934
H 2.546 -1.258 -0.915 0.1370
H -1.310 0.698 -1.257 0.1084
H -2.249 0.360 0.133 0.1062
H 0.558 2.843 -0.626 0.0668
H 0.174 -2.167 1.335 0.0697
H -1.459 -1.411 1.756 0.0723
```

<two>
C4H6N2O2 | ωB97M-V with the def2-TZVPD basis set

## Properties
**Kohn-Sham gap**: 10.2696 eV
**Lowest unoccupied orbital energy**: 0.62 eV

The geometry in XYZ format:
```
14
Properties=species:S:1:pos:R:3:lowdin_charge:R:1
H -0.640 -1.938 2.166 0.1158
N -0.656 -1.983 1.083 0.1893
C -0.196 -1.004 0.473 -0.4525
C -0.639 -0.802 -1.027 -0.4037
O -1.764 -0.438 -1.456 0.0616
O 0.420 -1.132 -1.814 0.0687
N 0.410 0.031 0.953 -0.0517
C -0.267 1.288 0.723 -0.1069
C 1.181 1.090 0.254 -0.0617
H 0.259 -1.117 -2.821 0.1724
H -1.051 1.414 -0.069 0.1189
H -0.397 2.012 1.569 0.1188
H 1.976 1.711 0.790 0.1264
H 1.364 0.867 -0.823 0.1047
```

<three>
C4H6N2O2 | ωB97M-V with the def2-TZVPD basis set

## Properties
**Kohn-Sham gap (alpha / beta)**: 9.0028 / 9.0035 eV
**Lowest unoccupied orbital energy (alpha / beta)**: 0.26 / 0.26 eV

The geometry in XYZ format:
```
14
Properties=species:S:1:pos:R:3:lowdin_charge:R:1
O -1.035 -2.192 -0.125 0.0777
C -0.138 -1.538 0.312 -0.2773
C 0.968 -0.799 -0.456 -0.1591
C 1.203 0.553 0.216 -0.1601
C -0.035 1.431 -0.009 -0.1184
N -1.150 0.942 -0.096 0.0585
N -2.278 0.674 0.359 -0.0928
O -3.316 0.197 -0.084 -0.0210
H -0.028 -1.318 1.403 0.1280
H 1.827 -1.344 -0.626 0.0877
H 0.733 -0.442 -1.486 0.1321
H 1.260 0.232 1.254 0.1049
H 1.944 1.142 -0.321 0.1143
H 0.045 2.463 -0.340 0.1256
```

Stability order, top to bottom: <two>, <one>, <three>

<one>
C4H6N2O2 | ωB97M-V with the def2-TZVPD basis set

## Properties
**Kohn-Sham gap**: 9.0721 eV
**Lowest unoccupied orbital energy**: 0.36 eV

The geometry in XYZ format:
```
14
Properties=species:S:1:pos:R:3:lowdin_charge:R:1
C 0.682 -1.033 -0.914 -0.0841
C -0.594 -1.469 -0.966 -0.1570
C 1.053 0.343 -0.335 -0.1529
C 0.392 0.519 1.012 -0.2089
N -1.628 -0.772 -0.414 0.0630
N -1.435 0.160 0.397 -0.2301
O -2.200 1.003 0.741 0.0116
O 0.305 1.690 1.612 0.0419
H 1.593 -1.380 -1.470 0.1100
H -0.940 -2.400 -1.305 0.0865
H 2.138 0.417 -0.420 0.1162
H 0.570 0.997 -1.033 0.1182
H 0.441 -0.388 1.732 0.1727
H -0.377 2.313 1.364 0.1131
```

<two>
C4H6N2O2 | ωB97M-V with the def2-TZVPD basis set

## Properties
**Kohn-Sham gap**: 9.2898 eV
**Lowest unoccupied orbital energy**: 0.50 eV

The geometry in XYZ format:
```
14
Properties=species:S:1:pos:R:3:lowdin_charge:R:1
N 0.374 -0.141 2.144 0.1728
C -0.178 0.451 1.052 -0.4961
O -1.160 1.219 1.132 0.0209
C 0.170 -0.048 -0.268 -0.3063
N 1.243 -1.014 -0.419 0.0721
C -0.343 0.804 -1.428 -0.0183
C -1.355 -0.102 -0.979 -0.2456
O -2.476 -0.465 -0.886 0.1722
H -0.023 0.053 3.049 0.1114
H 0.959 -0.955 2.024 0.0918
H 1.118 -1.656 -1.196 0.0825
H 2.145 -0.555 -0.520 0.0851
H 0.053 0.541 -2.403 0.1290
H -0.527 1.868 -1.302 0.1286
```

<three>
C4H6N2O2 | ωB97M-V with the def2-TZVPD basis set

## Properties
**Kohn-Sham gap**: 9.0925 eV
**Lowest unoccupied orbital energy**: 0.02 eV

The geometry in XYZ format:
```
14
Properties=species:S:1:pos:R:3:lowdin_charge:R:1
O -2.501 -1.627 0.129 0.0474
C -1.456 -1.086 -0.045 -0.2247
C -1.699 0.409 0.007 -0.1604
N -1.050 1.464 -0.075 0.0194
N 0.341 1.379 -0.263 -0.1424
C 1.087 0.451 0.665 -0.1488
C 1.418 -0.787 -0.324 -0.3567
O 1.975 -1.746 -0.011 0.0654
H -0.505 -1.800 -0.460 0.1644
H -2.732 0.399 -0.140 0.0917
H 0.943 2.327 -0.753 0.2315
H 0.582 0.308 1.673 0.1333
H 2.075 0.795 1.092 0.1205
H 1.522 -0.485 -1.495 0.1594
```

<four>
C4H6N2O2 | ωB97M-V with the def2-TZVPD basis set

## Properties
**Kohn-Sham gap**: 8.4203 eV
**Lowest unoccupied orbital energy**: 0.58 eV

The geometry in XYZ format:
```
14
Properties=species:S:1:pos:R:3:lowdin_charge:R:1
C 1.220 0.597 1.151 -0.0162
N 0.791 0.286 -0.377 0.0332
C -0.273 -0.630 -0.267 -0.4716
N -0.567 -1.406 0.806 0.0373
C -1.224 -0.383 -1.233 -0.0793
O -0.889 0.714 -1.960 0.0791
C 0.126 1.366 -1.343 -0.4050
O 0.555 2.466 -1.476 0.1446
H 2.096 -0.139 1.754 0.1498
H 0.055 0.457 1.730 0.1522
H 1.492 1.539 1.013 -0.0211
H -1.591 -1.657 0.776 0.1218
H 0.240 -2.236 0.884 0.1877
H -2.030 -0.973 -1.458 0.0875
```

Stability order, top to bottom: <two>, <four>, <one>, <three>

<one>
C4H6N2O2 | ωB97M-V with the def2-TZVPD basis set

## Properties
**Kohn-Sham gap**: 9.9990 eV
**Lowest unoccupied orbital energy**: 0.83 eV

The geometry in XYZ format:
```
14
Properties=species:S:1:pos:R:3:lowdin_charge:R:1
H 1.380 -1.232 1.605 0.0701
N 0.493 -1.749 1.452 0.1773
C -0.074 -1.021 0.601 -0.3499
N -1.260 -1.350 -0.028 0.0745
O -1.098 -0.923 -1.365 -0.1037
C -0.551 0.385 -1.271 -0.0990
C 0.283 0.327 -0.038 -0.3814
C 0.710 1.466 0.666 -0.0609
O 1.695 0.612 0.018 0.0068
H -1.512 -2.254 -0.168 0.1050
H 0.009 0.668 -2.161 0.1403
H -1.457 1.077 -1.221 0.1538
H 0.701 2.403 0.124 0.1206
H 0.682 1.591 1.787 0.1465
```

<two>
C4H6N2O2 | ωB97M-V with the def2-TZVPD basis set

## Properties
**Kohn-Sham gap**: 8.1056 eV
**Lowest unoccupied orbital energy**: 0.77 eV

The geometry in XYZ format:
```
14
Properties=species:S:1:pos:R:3:lowdin_charge:R:1
C -0.264 0.582 1.877 -0.0412
C -0.157 0.329 -1.227 -0.5192
C -0.146 -1.248 -0.098 -0.4039
C -0.274 0.056 0.496 -0.2016
N 0.575 1.114 -2.024 0.2115
O -1.181 0.804 -0.507 0.0649
O 0.084 -2.380 0.563 0.1296
N -0.163 -1.106 -1.407 0.1512
H 0.313 -3.064 -0.084 0.1279
H 0.633 2.097 -1.809 0.1210
H 1.339 0.682 -2.518 0.1163
H 0.376 -0.055 2.491 0.0841
H -1.267 0.590 2.324 0.0825
H 0.131 1.600 1.923 0.0768
```

<three>
C4H6N2O2 | ωB97M-V with the def2-TZVPD basis set

## Properties
**Kohn-Sham gap (alpha / beta)**: 8.9097 / 8.9104 eV
**Lowest unoccupied orbital energy (alpha / beta)**: 0.10 / 0.10 eV

The geometry in XYZ format:
```
14
Properties=species:S:1:pos:R:3:lowdin_charge:R:1
C -0.898 -1.070 -0.074 -0.4738
C 1.083 0.993 0.466 -0.1726
C -0.295 -2.364 -0.425 -0.0119
C 0.799 2.413 0.250 0.0261
N -1.917 -0.494 -0.637 0.0798
N -0.680 -0.134 0.932 0.0676
O 1.974 0.240 0.414 0.1751
O -1.783 0.621 0.267 -0.1828
H 0.541 -2.734 0.253 0.1177
H -1.060 -3.019 -0.260 0.0487
H 0.005 -2.432 -1.376 0.0348
H 1.629 2.646 -0.453 0.1207
H 0.673 3.043 1.045 0.0725
H -0.070 2.290 -0.401 0.0980
```

Stability order, top to bottom: <two>, <one>, <three>

<one>
C4H6N2O2 | ωB97M-V with the def2-TZVPD basis set

## Properties
**Kohn-Sham gap**: 10.2130 eV
**Lowest unoccupied orbital energy**: 0.71 eV

The geometry in XYZ format:
```
14
Properties=species:S:1:pos:R:3:lowdin_charge:R:1
O 1.899 -0.293 0.343 0.0918
C 0.611 -0.252 0.651 -0.5658
N 0.074 0.610 1.433 0.0934
C -1.300 0.214 1.554 -0.2003
C -1.355 -1.031 0.722 -0.1025
N -0.218 -1.293 0.206 0.1455
H 2.316 0.494 0.720 0.1283
H -1.559 0.031 2.599 0.1202
H -1.958 1.000 1.177 0.1226
H -2.215 -1.658 0.566 0.1065
C 0.926 0.544 -2.496 -0.1003
O 0.375 0.772 -1.461 -0.0151
H 1.784 1.139 -2.853 0.0867
H 0.620 -0.276 -3.162 0.0891
```

<two>
C4H6N2O2 | ωB97M-V with the def2-TZVPD basis set

## Properties
**Kohn-Sham gap**: 9.5491 eV
**Lowest unoccupied orbital energy**: 0.76 eV

The geometry in XYZ format:
```
14
Properties=species:S:1:pos:R:3:lowdin_charge:R:1
C 0.922 -0.428 1.491 -0.0080
N 0.015 -0.293 0.378 -0.0499
N -1.428 0.385 -1.104 0.0481
C -1.333 -0.868 0.336 -0.4656
C 0.086 0.544 -0.650 -0.2946
C 1.052 1.100 -1.359 0.0544
O -2.252 0.140 0.047 0.0443
O -1.635 -1.934 0.837 0.1335
H -1.785 0.080 -2.006 0.1411
H 0.639 0.287 2.268 0.0980
H 0.856 -1.439 1.898 0.0969
H 1.949 -0.258 1.164 0.0894
H 0.826 1.832 -2.124 0.0559
H 2.090 0.851 -1.176 0.0564
```

Stability order, top to bottom: <one>, <two>

<one>
C4H6N2O2 | ωB97M-V with the def2-TZVPD basis set

## Properties
**Kohn-Sham gap**: 10.2124 eV
**Lowest unoccupied orbital energy**: 0.60 eV

The geometry in XYZ format:
```
14
Properties=species:S:1:pos:R:3:lowdin_charge:R:1
C -1.208 0.833 0.124 -0.0022
C -0.537 -0.106 -0.491 -0.2373
N 0.553 -0.744 0.102 0.0242
C 1.586 -0.197 0.556 -0.2593
O 1.917 1.103 0.450 0.0389
H -2.004 1.220 -0.410 0.0298
H -0.877 1.237 1.102 0.0872
H -0.865 -0.226 -1.515 0.1111
H 2.431 -0.837 0.947 0.1546
H 1.279 1.729 0.048 0.1148
N 0.147 -3.567 -0.447 0.2074
C -0.430 -3.999 -1.369 -0.4706
O -0.891 -4.599 -2.221 0.1604
H 0.054 -2.803 0.187 0.0410
```

<two>
C4H6N2O2 | ωB97M-V with the def2-TZVPD basis set

## Properties
**Kohn-Sham gap (alpha / beta)**: 6.8833 / 6.8848 eV
**Lowest unoccupied orbital energy (alpha / beta)**: 0.80 / 0.80 eV

The geometry in XYZ format:
```
14
Properties=species:S:1:pos:R:3:lowdin_charge:R:1
C -0.314 0.555 1.160 -0.1644
C -0.631 -2.271 -3.051 -0.4664
C 0.370 0.349 -1.005 -0.2022
C -1.196 0.445 -0.975 -0.1472
N 0.831 0.434 0.380 -0.0028
N -1.381 0.607 0.389 -0.0428
O 0.133 -1.949 -3.853 0.1970
O -1.300 -2.720 -2.248 0.2183
H -0.404 0.629 2.210 0.1029
H 0.661 -0.581 -1.408 0.0528
H 0.863 1.103 -1.611 0.1000
H -1.756 1.146 -1.606 0.0642
H 1.551 1.133 0.375 0.1095
H -2.364 0.690 0.768 0.1811
```

<three>
C4H6N2O2 | ωB97M-V with the def2-TZVPD basis set

## Properties
**Kohn-Sham gap**: 9.1844 eV
**Lowest unoccupied orbital energy**: 0.77 eV

The geometry in XYZ format:
```
14
Properties=species:S:1:pos:R:3:lowdin_charge:R:1
C 2.704 -0.015 0.147 -0.0407
C 0.411 -0.618 -0.150 -0.3987
C -1.575 -0.237 -0.107 -0.4876
C -1.112 1.010 0.051 -0.0705
H 3.831 -0.375 0.047 0.1166
H 2.280 0.389 1.082 0.0765
H 2.883 1.049 -0.455 0.1252
H -3.237 0.353 0.255 0.1250
H -3.037 -1.523 0.421 0.1668
H -1.556 2.120 -0.383 0.1949
N -0.642 -1.309 0.042 0.2231
N -2.908 -0.578 -0.216 0.0585
O 1.707 -1.061 -0.401 -0.0460
O 0.250 0.794 -0.331 -0.0429
```

<four>
C4H6N2O2 | ωB97M-V with the def2-TZVPD basis set

## Properties
**Kohn-Sham gap**: 9.7404 eV
**Lowest unoccupied orbital energy**: 0.40 eV

The geometry in XYZ format:
```
14
Properties=species:S:1:pos:R:3:lowdin_charge:R:1
O -3.475 0.739 0.056 -0.0128
C -2.515 -0.044 0.224 -0.2435
N -1.251 0.008 -0.482 0.0324
N -0.218 -0.776 0.031 -0.0650
C 1.031 -1.018 -0.606 -0.1388
C 1.109 -0.266 0.644 -0.1642
C 1.422 1.220 0.317 -0.2112
O 0.696 1.919 -0.358 0.0323
H -2.493 -0.852 0.989 0.1280
H -1.058 0.785 -1.045 0.0988
H 1.231 -0.343 -1.493 0.1406
H 1.470 -2.047 -0.515 0.1309
H 1.457 -0.846 1.403 0.0940
H 2.594 1.522 0.838 0.1784
```

Stability order, top to bottom: <one>, <two>, <four>, <three>

<one>
C3H7NOS | ωB97M-V with the def2-TZVPD basis set

## Properties
**Kohn-Sham gap**: 10.1882 eV
**Lowest unoccupied orbital energy**: 0.72 eV

The geometry in XYZ format:
```
13
Properties=species:S:1:pos:R:3:lowdin_charge:R:1
O 1.924 -0.006 1.899 0.0301
C 1.324 -0.529 0.993 -0.3855
N 0.007 -0.843 0.986 0.0050
C -0.635 -1.262 -0.244 -0.2826
C -0.534 -0.289 -1.439 -0.5474
S -1.075 1.380 -0.959 0.7038
H 1.822 -0.822 0.057 0.1348
H -0.608 -0.465 1.687 0.1373
H -1.696 -1.404 -0.065 0.1104
H -0.259 -2.247 -0.541 0.1176
H -1.146 -0.644 -2.264 0.0614
H 0.485 -0.238 -1.828 0.0645
H -0.028 2.087 -1.398 -0.1492
```

<two>
C3H7NOS | ωB97M-V with the def2-TZVPD basis set

## Properties
**Kohn-Sham gap**: 9.9817 eV
**Lowest unoccupied orbital energy**: 0.72 eV

The geometry in XYZ format:
```
13
Properties=species:S:1:pos:R:3:lowdin_charge:R:1
N 2.039 0.017 -0.504 0.1576
C 0.976 0.829 -0.198 -0.5641
O 1.123 1.913 0.325 0.0612
C -0.401 0.261 -0.430 -0.2003
C -1.004 -0.175 0.910 -0.5711
S -2.565 -1.078 0.759 0.7007
H 2.950 0.434 -0.372 0.1080
H 1.935 -0.659 -1.240 0.0942
H -0.416 -0.553 -1.158 0.0990
H -1.008 1.034 -0.891 0.1182
H -0.283 -0.776 1.453 0.0730
H -1.220 0.723 1.481 0.0752
H -2.125 -1.970 -0.135 -0.1515
```

Stability order, top to bottom: <two>, <one>